C5H9NO2 | the ωB97M-V functional and the def2-TZVPD basis

Structure (XYZ):
```
17
Properties=species:S:1:pos:R:3:forces:R:3:nbo_charge:R:1
H 3.266660 1.095448 -0.677683 -0.18 -0.36 0.19 0.387
N 2.383697 1.588394 -0.627590 -0.52 0.49 -0.32 -0.688
C 1.333111 0.994663 -0.403825 -3.58 -2.30 1.67 0.573
C -0.354098 1.690074 -0.327893 3.65 0.16 -0.68 -0.067
O -1.173672 0.959964 -1.159340 -0.22 -0.22 -0.26 -0.712
O 1.271682 -0.545418 -0.128779 1.48 2.65 -1.25 -0.575
C 0.174980 -1.033663 0.460872 -2.02 0.93 0.92 0.358
C -0.345257 -0.450174 1.561748 0.68 -1.14 -0.18 -0.542
C -0.537905 -2.100352 -0.320166 0.28 -0.06 -0.06 -0.667
H -0.731575 1.869412 0.677971 0.32 -0.42 -0.07 0.195
H -0.068538 2.642193 -0.769549 -0.21 0.21 -0.12 0.179
H -2.076188 0.946335 -0.823002 0.19 -0.09 0.15 0.484
H -1.277023 -0.791169 1.986553 -0.03 -0.14 0.00 0.202
H 0.241278 0.238838 2.148959 -0.01 0.29 -0.11 0.203
H -1.391367 -2.505051 0.228734 0.16 0.08 -0.03 0.216
H 0.159119 -2.907335 -0.549519 -0.04 -0.10 0.03 0.223
H -0.874904 -1.692160 -1.277491 0.03 0.02 0.11 0.231
```
Positions in Å, forces in eV/Å.

Properties
SMILES string ... [H]/N=C(/CO)OC(=C)C
Largest force on an atom ... 4.6 eV/A
HOMO level ... -8.8 eV
Total energy ... -401.0524 Ha
Charge ... 0
Gap between HOMO and LUMO ... 0.34712 Ha